# 1
ORCA calculation (wB97M-V/def2-TZVPD) on an isolated molecule of C3H4O4S.

Output
Relative energy (zero: lowest compared OMol25 entry of this formula, charge and spin) = 202.98 kJ/mol
Orbital gap = 0.37521 Ha
LUMO level = 0.276 eV
Multiplicity = 1
Energy = -815.79559 a.u.

Atoms and positions in Å:
C1 -0.715785 0.439058 0.482634
C2 0.213219 -0.736667 0.782208
C3 -1.332793 0.510090 -0.852914
O1 -0.859440 1.324212 1.250965
O2 2.750522 0.429699 -0.511706
O3 0.832712 -1.218614 -0.399822
O4 1.354197 -0.271383 1.439206
S1 2.323014 -0.737591 0.182250
H1 -0.384223 -1.486229 1.284915
H2 -2.301557 0.125680 -1.126552
H3 -0.564694 0.025088 -1.461460
H4 -1.315176 1.596658 -1.069723

Atoms 1-3, force components in eV/Å:
-0.91 -0.74 -0.66
-1.32 0.92 -0.47
1.28 0.82 -1.61

***

# 2
ORCA calculation (wB97M-V/def2-TZVPD) on C37H29BrCoN2O2P2 as an isolated structure.

Output
Orbital gap (spin up / spin down) = 0.15870 / 0.25381 Ha
LUMO level (spin up / spin down) = 2.399 / 2.395 eV
Multiplicity = 5
Total charge = -1
Energy = -6326.88533 a.u.

Atoms and positions in Å:
Co1 -0.061220 -0.172628 0.076516
N1 -0.285347 2.596905 -1.742043
P1 -0.402404 2.682385 0.007391
C1 -0.250128 4.479423 0.292205
C2 -0.447744 4.986027 1.575391
C3 -0.366324 6.352123 1.816911
C4 -0.094138 7.226020 0.776201
C5 0.089110 6.735825 -0.505412
C6 0.005250 5.366888 -0.745234
C7 -2.199620 2.381033 0.133170
C8 -2.637778 1.420386 1.030888
C9 -3.999095 1.126819 1.135548
C10 -4.910835 1.812876 0.355926
C11 -4.478272 2.796111 -0.530612
C12 -3.127020 3.077527 -0.642040
P2 -0.436467 0.906014 -2.141549
C13 -2.138473 0.795695 -2.800716
C14 -2.648552 1.692494 -3.737903
C15 -3.954693 1.565300 -4.180252
C16 -4.755584 0.534095 -3.688800
C17 -4.247368 -0.364229 -2.765375
C18 -2.932823 -0.235011 -2.319221
C19 0.531865 0.734131 -3.673887
C20 0.440918 -0.508261 -4.305277
C21 1.166811 -0.759504 -5.457694
C22 1.999043 0.220383 -5.987907
C23 2.107919 1.447185 -5.354947
C24 1.379346 1.701488 -4.194627
H1 0.669667 2.886033 -1.948804
H2 -0.671654 4.312885 2.390680
H3 -0.517065 6.729552 2.820584
H4 -0.032256 8.291305 0.963137
H5 0.291202 7.413506 -1.325349
H6 0.124654 4.994365 -1.753890
H7 -1.915463 0.908734 1.657572
H8 -4.328517 0.363116 1.828892
H9 -5.967660 1.583694 0.431885
H10 -5.193800 3.326149 -1.147014
H11 -2.784718 3.818923 -1.355498
H12 -2.019550 2.496334 -4.106696
H13 -4.352327 2.264997 -4.905720
H14 -5.778327 0.434069 -4.033001
H15 -4.865111 -1.169078 -2.386782
H16 -2.511220 -0.942930 -1.611628
H17 -0.177872 -1.286945 -3.870629
H18 1.092994 -1.729229 -5.932902
H19 2.568068 0.021563 -6.887941
H20 2.761223 2.212370 -5.755735
H21 1.482885 2.671158 -3.723329
Br1 -0.506297 -0.174889 3.786803
C25 -0.309972 -1.828873 2.825550
C26 -0.282739 -2.961849 3.571922
C27 -0.178147 -4.223140 2.876444
C28 -0.171037 -4.185082 1.504727
C29 -0.219215 -2.980685 0.808706
N2 -0.244524 -1.724356 1.486051
C30 -0.249628 -2.940521 -0.644391
O1 -0.256351 -3.945904 -1.354392
O2 -0.284590 -1.715934 -1.150209
H22 -0.348245 -2.898975 4.647514
H23 -0.138054 -5.156013 3.422678
H24 -0.132503 -5.085800 0.904572
C31 0.539337 1.590443 0.789933
C32 1.685450 2.001754 1.635088
C33 3.000605 1.732563 1.222456
C34 4.105357 2.106919 1.974878
C35 3.942128 2.773627 3.183927
C36 2.653486 3.034696 3.629432
C37 1.553526 2.641468 2.874709
H25 3.138218 1.210802 0.281739
H26 5.101095 1.875804 1.613274
H27 4.801510 3.070280 3.772601
H28 2.499619 3.530137 4.582036
H29 0.554988 2.802368 3.262189

Atoms 1-3, force components in eV/Å:
0.14 -0.79 0.33
-0.04 0.09 -0.12
-0.27 0.30 -0.26

***

# 3
ORCA calculation (wB97M-V/def2-TZVPD) on a 14-piece molecular cluster, C31H63N14O21 overall.

Output
Relative energy (zero: lowest compared OMol25 entry of this formula, charge and spin) = 360.09 kJ/mol
Orbital gap = 0.14359 Ha
LUMO level = -5.451 eV
Multiplicity = 1
Total charge = +1
Energy = -3563.65923 a.u.

Atoms and positions in Å:
C1 13.826588 -5.472179 41.342797
C2 15.067149 -4.605707 41.779535
C3 16.327845 -5.533958 41.674128
C4 16.882159 -5.534761 40.194088
C5 17.084181 -4.260906 39.425957
C6 15.919559 -3.227071 39.576339
N1 15.198092 -3.374256 40.959909
O1 14.346158 -2.393403 41.095964
C7 14.832835 -3.454995 38.469625
C8 16.624184 -1.879204 39.446410
C9 14.824177 -4.247518 43.270599
H1 13.743168 -6.325530 42.152638
H2 13.879439 -6.041238 40.321821
H3 12.937781 -4.684337 41.475323
H4 16.377316 -6.351569 42.112474
H5 17.001504 -4.886878 42.159271
H6 16.421809 -6.206221 39.426531
H7 17.990849 -6.198873 40.383716
H8 17.217611 -4.607797 38.313823
H9 17.892987 -3.841437 39.763817
H10 15.130284 -3.463578 37.588175
H11 14.041504 -2.804511 38.434855
H12 14.053679 -4.174608 38.623790
H13 17.345581 -1.842256 40.138019
H14 15.908498 -1.046822 39.473610
H15 17.213721 -1.764163 38.413814
H16 15.269637 -3.376181 43.453824
H17 15.185623 -5.034798 43.978797
H18 13.894958 -3.960970 43.482147
N2 22.453926 -7.104999 42.767602
C10 21.640779 -5.995071 42.807876
C11 20.750365 -6.196313 41.610166
C12 21.390020 -7.222989 40.748945
C13 22.389256 -7.898946 41.642953
H19 23.101470 -7.199807 43.438612
H20 21.677647 -5.159799 43.691118
H21 19.805614 -5.582467 41.206903
H22 21.456646 -7.452026 39.704620
H23 23.124646 -8.653672 41.370170
N3 16.218178 -2.585385 33.248716
C14 16.162585 -2.516808 34.646549
C15 14.832151 -1.778206 34.993799
C16 14.050375 -1.690844 33.606443
C17 15.047825 -2.237996 32.627691
H24 17.018733 -2.636070 32.792963
H25 16.921278 -2.959588 35.291714
H26 14.564059 -1.400324 35.908389
H27 13.208401 -1.353641 33.423387
H28 14.950321 -2.068292 31.569382
N4 18.023666 1.791490 37.921621
C18 17.560263 3.119747 37.588009
C19 16.770184 3.704055 38.745588
C20 16.706297 2.663563 39.784058
C21 17.499734 1.461484 39.198596
H29 18.737796 1.175884 37.458835
H30 18.188444 3.485152 36.565371
H31 16.470156 4.664783 38.698669
H32 16.252341 2.796788 40.812413
H33 17.807653 0.546042 39.756453
C22 16.639603 -11.124358 40.210880
N5 16.257683 -9.761372 39.844580
O2 15.059776 -9.678782 39.410253
O3 16.800435 -8.905425 40.489076
H34 16.590076 -11.050104 41.254469
H35 17.789428 -11.056031 40.061949
H36 16.219907 -11.868726 39.675656
C23 20.988455 -5.954833 35.865522
N6 19.840703 -5.398947 36.796713
O4 19.445286 -6.139402 37.710547
O5 19.305608 -4.314705 36.559130
H37 21.019747 -5.296106 35.009930
H38 20.531084 -6.937933 35.517288
H39 21.962975 -6.155497 36.480718
C24 10.061638 -7.638098 44.506201
N7 11.278479 -6.954291 43.956062
O6 11.678362 -5.928621 44.514648
O7 11.671163 -7.437691 42.882536
H40 9.798313 -8.512662 43.780942
H41 9.345681 -6.966731 44.763828
H42 10.463661 -8.223833 45.358230
C25 20.974887 -2.872842 39.258132
N8 20.750637 -1.378911 38.989111
O8 19.642052 -0.901727 39.089124
O9 21.663232 -0.617847 38.517201
H43 20.093995 -3.295248 39.723716
H44 21.873583 -2.698475 39.933928
H45 21.182924 -3.442527 38.339675
C26 18.624449 -0.993235 42.991108
N9 18.644246 -2.510175 43.118076
O10 19.155106 -3.192883 42.206617
O11 17.926876 -2.977799 43.996465
H46 17.693258 -0.692637 42.432630
H47 19.460107 -0.820400 42.497075
H48 18.760735 -0.423852 43.987570
C27 13.517893 -10.162834 42.967030
N10 12.196755 -10.661489 42.515484
O12 11.973824 -11.072319 41.385985
O13 11.314520 -10.470899 43.277133
H49 14.217038 -11.026836 42.840103
H50 13.835604 -10.142769 44.025630
H51 13.897792 -9.248251 42.490837
C28 12.598767 -8.849170 37.729511
N11 12.638708 -7.398756 37.933370
O14 11.719618 -6.974977 38.549714
O15 13.732670 -6.872756 37.871758
H52 12.397245 -9.471628 38.618132
H53 13.616189 -9.278626 37.230217
H54 11.670802 -8.739266 37.162234
C29 13.182612 1.566839 39.269209
N12 13.603757 0.726312 38.148623
O16 13.691649 1.235462 37.083915
O17 13.315034 -0.455881 38.246995
H55 12.286636 1.216136 39.557972
H56 12.939251 2.577239 38.992343
H57 14.058748 1.579439 39.973787
C30 13.879280 0.872146 43.726676
N13 14.900077 0.089311 42.976460
O18 15.405397 0.391188 41.955406
O19 15.503584 -0.811147 43.678209
H58 14.398713 1.418461 44.562980
H59 12.985459 0.143347 44.126762
H60 13.441519 1.433923 43.089369
C31 14.378812 -5.922193 34.556557
N14 12.991949 -6.518730 34.724782
O20 12.904319 -7.738051 34.587540
O21 12.117504 -5.710309 34.768223
H61 14.052504 -4.928295 33.980935
H62 15.266774 -6.592649 34.265190
H63 14.703073 -5.646507 35.673554

Atoms 1-3, force components in eV/Å:
-1.79 0.01 0.02
-0.24 -2.65 1.44
-0.04 10.33 -6.88

***

# 4
ORCA calculation (wB97M-V/def2-TZVPD) on a 8-piece molecular cluster, C14H44N4O14 overall.

Output
Relative energy (zero: lowest compared OMol25 entry of this formula, charge and spin) = 22.61 kJ/mol
Orbital gap = 0.34559 Ha
LUMO level = 0.105 eV
Multiplicity = 1
Energy = -1832.17182 a.u.

Atoms and positions in Å:
C1 0.646343 -3.058549 3.346121
C2 -0.252443 -4.155747 2.800693
O1 0.065033 -4.382757 1.419150
O2 0.097941 -1.752005 3.178134
H1 1.613541 -3.111257 2.847042
H2 0.884800 -3.211466 4.406632
H3 -1.327379 -3.964687 2.848611
H4 -0.086024 -5.088725 3.339858
H5 -0.018345 -3.532443 0.970904
H6 -0.451656 -1.516314 3.929787
C3 -3.280186 0.609025 -1.161293
C4 -2.746844 -0.186081 0.022080
O3 -3.437817 -1.400104 0.271115
O4 -4.623505 1.074574 -0.886651
H7 -3.292442 0.021972 -2.079284
H8 -2.639545 1.485250 -1.246864
H9 -2.594064 0.452710 0.891170
H10 -1.754818 -0.453125 -0.362358
H11 -4.235660 -1.174399 0.761332
H12 -5.184557 0.294847 -0.943568
C5 4.501313 1.112281 -0.651156
C6 3.852004 2.062821 -1.635885
O5 2.737245 2.719329 -1.027544
O6 5.795169 0.734387 -1.086783
H13 3.881465 0.248040 -0.389995
H14 4.642227 1.663468 0.285238
H15 3.535731 1.500542 -2.526880
H16 4.478096 2.892405 -1.953993
H17 2.070194 2.040295 -0.833747
H18 5.767863 -0.104843 -1.564644
C7 -2.867985 3.903196 0.178217
C8 -3.729355 5.009571 0.748264
O7 -3.151173 6.303509 0.696825
O8 -1.559142 3.795971 0.714607
H19 -2.800827 4.036172 -0.910559
H20 -3.412025 2.965980 0.315082
H21 -4.017673 4.774042 1.783638
H22 -4.682703 4.956305 0.218039
H23 -2.566783 6.373157 1.456206
H24 -1.230791 4.691766 0.842977
C9 -1.167146 -3.167821 -1.728593
C10 -1.321254 -2.726278 -3.165715
O9 -2.519416 -2.026718 -3.437638
O10 -2.385267 -3.596231 -1.191154
H25 -0.687461 -2.423936 -1.083099
H26 -0.432829 -3.984563 -1.697237
H27 -1.233067 -3.554346 -3.880323
H28 -0.465944 -2.097595 -3.441873
H29 -3.198657 -2.700897 -3.528257
H30 -2.751285 -2.840604 -0.709504
C11 3.754082 -2.933450 -3.689711
C12 2.497353 -2.918525 -2.825570
O11 2.759355 -2.884435 -1.442127
O12 4.257560 -1.644370 -4.044134
H31 3.576028 -3.480735 -4.623329
H32 4.564952 -3.428892 -3.154609
H33 1.812642 -3.711254 -3.154545
H34 1.925333 -2.024691 -3.105276
H35 3.174373 -3.706375 -1.164258
H36 3.553160 -1.151784 -4.480238
C13 -0.042830 3.126947 4.131348
O13 -0.363106 2.047941 4.630390
N1 -0.472179 4.313414 4.664762
N2 0.768694 3.207717 3.030452
H37 -0.935894 4.258857 5.551906
H38 -0.384558 5.210173 4.229281
H39 1.116187 2.319450 2.718525
H40 0.789480 4.017488 2.442245
C14 0.626503 0.183516 0.130343
O14 0.626202 0.685748 -1.002232
N3 1.117614 -1.056258 0.423676
N4 0.217811 0.876563 1.241705
H41 1.178680 -1.324919 1.390073
H42 1.549324 -1.654580 -0.264771
H43 0.003253 0.347026 2.073425
H44 -0.132931 1.815290 1.145577

Atoms 1-3, force components in eV/Å:
-0.42 -0.06 1.17
0.27 -0.20 -0.88
0.08 -0.12 0.27

***

Question: Among the records above, which one has the lowest energy?
Answer: C37H29BrCoN2O2P2